{"formula": "C19H38O2", "method": "ωB97M-V with the def2-TZVPD basis set", "species": ["C", "C", "C", "C", "C", "C", "C", "C", "C", "C", "C", "C", "C", "C", "C", "C", "C", "C", "C", "O", "O", "H", "H", "H", "H", "H", "H", "H", "H", "H", "H", "H", "H", "H", "H", "H", "H", "H", "H", "H", "H", "H", "H", "H", "H", "H", "H", "H", "H", "H", "H", "H", "H", "H", "H", "H", "H", "H", "H"], "xyz": [[4.88102, -0.05248, -3.01472], [5.64995, 0.54416, -1.84156], [4.76100, 0.86645, -0.63996], [4.18542, -0.37407, 0.04007], [3.40276, -0.01632, 1.30164], [2.80510, -1.25303, 1.96922], [2.15341, -0.96092, 3.32233], [0.99725, 0.03950, 3.27576], [-0.18155, -0.44032, 2.43206], [-1.39452, 0.48858, 2.50603], [-1.17990, 1.86784, 1.87616], [-0.99555, 1.85018, 0.35745], [-2.28717, 1.52116, -0.38744], [-2.05588, 1.38420, -1.89068], [-3.34942, 1.21568, -2.69198], [-4.26406, 0.09392, -2.19777], [-3.60371, -1.28305, -2.21915], [-4.51360, -2.34492, -1.60596], [-4.63477, -2.18508, -0.11181], [-3.85954, -1.61356, 0.60674], [-5.73307, -2.79045, 0.36141], [5.54094, -0.18866, -3.86876], [4.06850, 0.60754, -3.31131], [4.46130, -1.02056, -2.75444], [6.13598, 1.46561, -2.17189], [6.43518, -0.14968, -1.53226], [5.35244, 1.42275, 0.09200], [3.94242, 1.51479, -0.96194], [3.52273, -0.89991, -0.64955], [5.00144, -1.05305, 0.30030], [2.60702, 0.68133, 1.03505], [4.06633, 0.48922, 2.00785], [2.07488, -1.70999, 1.29912], [3.60164, -1.98550, 2.12701], [2.91841, -0.57465, 4.00143], [1.78832, -1.90267, 3.74077], [0.65011, 0.20812, 4.29898], [1.36442, 0.99290, 2.89583], [-0.48563, -1.42890, 2.78531], [0.12656, -0.54831, 1.39262], [-2.23647, -0.00519, 2.01924], [-1.66142, 0.63035, 3.55688], [-0.30821, 2.33895, 2.33486], [-2.04515, 2.49307, 2.11178], [-0.22813, 1.12294, 0.08692], [-0.63842, 2.83231, 0.03459], [-2.69286, 0.58904, 0.00263], [-3.01884, 2.31208, -0.20371], [-1.54329, 2.27775, -2.25800], [-1.39356, 0.53631, -2.07641], [-3.09109, 1.03243, -3.73829], [-3.91156, 2.15202, -2.65165], [-5.15647, 0.07062, -2.82952], [-4.58896, 0.31782, -1.18128], [-3.36089, -1.55869, -3.24686], [-2.67977, -1.25690, -1.64231], [-5.51473, -2.31889, -2.03861], [-4.10383, -3.34364, -1.78058], [-5.78251, -2.70020, 1.32632]], "nbo_charge": [-0.607, -0.388, -0.387, -0.391, -0.393, -0.392, -0.383, -0.400, -0.400, -0.398, -0.396, -0.382, -0.407, -0.395, -0.386, -0.400, -0.400, -0.513, 0.804, -0.610, -0.685, 0.208, 0.199, 0.201, 0.198, 0.192, 0.197, 0.192, 0.194, 0.192, 0.194, 0.193, 0.195, 0.199, 0.196, 0.197, 0.200, 0.194, 0.201, 0.191, 0.218, 0.195, 0.197, 0.198, 0.189, 0.196, 0.214, 0.190, 0.200, 0.192, 0.197, 0.199, 0.200, 0.203, 0.206, 0.218, 0.229, 0.241, 0.496], "gap_ha": 0.409, "smiles": "CCCCCCCCCCCCCCCCCCC(=O)O", "e_above_lowest_kcal_mol": 2.5, "total_charge": 0}

***

{"formula": "C19H38O9", "method": "ωB97M-V with the def2-TZVPD basis set", "species": ["C", "C", "O", "C", "C", "O", "H", "H", "H", "H", "H", "H", "H", "H", "C", "C", "O", "C", "C", "O", "H", "H", "H", "H", "H", "H", "H", "H", "C", "C", "O", "C", "C", "O", "H", "H", "H", "H", "H", "H", "H", "H", "C", "C", "O", "C", "C", "O", "H", "H", "H", "H", "H", "H", "H", "H", "C", "C", "C", "O", "H", "H", "H", "H", "H", "H"], "xyz": [[1.72720, 3.47933, 2.29382], [3.17520, 2.92233, 2.28682], [3.25120, 1.61533, 2.48082], [4.47020, 1.01433, 2.57282], [4.56520, -0.42667, 2.76782], [5.55320, 1.62133, 2.48082], [1.49820, 4.49633, 1.74582], [1.15820, 3.33733, 3.28282], [1.17320, 2.75933, 1.68782], [3.48720, 3.13133, 1.25482], [3.92120, 3.59333, 3.01982], [5.35420, -0.85467, 2.98482], [4.01020, -0.88067, 2.00482], [3.93020, -0.60467, 3.73782], [-2.10680, -4.02567, 0.34082], [-3.05480, -2.74967, 0.37182], [-3.13580, -2.20667, -0.98718], [-3.91980, -1.14667, -1.30018], [-3.68580, -0.56967, -2.75218], [-4.88580, -0.69967, -0.64118], [-2.02080, -4.58667, 1.38282], [-1.01480, -4.00367, 0.11382], [-2.62080, -4.79067, -0.22218], [-4.05380, -3.06167, 0.54182], [-2.57880, -2.17567, 1.00982], [-4.28480, -1.06667, -3.62018], [-2.64480, -0.47967, -2.94018], [-4.27680, 0.29033, -2.84318], [0.40220, 1.14133, -4.31218], [0.73220, -0.29967, -4.58018], [2.10520, -0.36967, -5.11218], [2.63320, -1.49267, -5.51918], [4.08020, -1.40867, -5.96218], [2.03620, -2.61867, -5.37218], [-0.63880, 1.31033, -3.76018], [0.41420, 1.66233, -5.25318], [1.02920, 1.44333, -3.46018], [0.60120, -0.82967, -3.61818], [0.21720, -0.78267, -5.25318], [4.56220, -1.09367, -5.18418], [4.03720, -0.66267, -6.91518], [4.38220, -2.47267, -6.27918], [-1.51080, 1.27933, -0.58518], [-0.46280, 0.20033, -0.40418], [-0.36780, -0.01767, 1.06382], [0.55120, -0.73967, 1.47282], [0.36220, -1.11267, 2.95382], [1.52920, -1.21367, 0.98382], [-1.71280, 1.55433, -1.59218], [-1.15480, 2.11033, -0.12718], [-2.42980, 0.74433, -0.25118], [-0.80780, -0.75067, -1.02018], [0.54220, 0.68633, -0.48318], [0.01020, -2.09467, 2.90882], [-0.54180, -0.44667, 3.35482], [1.25320, -1.20667, 3.51082], [-3.41380, 0.51433, 3.16782], [-2.42080, 1.22133, 4.12682], [-1.62280, 2.36533, 3.59382], [-2.20280, 0.72033, 5.34982], [-4.20480, 1.00733, 3.18382], [-3.76380, -0.50367, 3.70282], [-2.82880, 0.39833, 2.12882], [-1.07880, 1.97833, 2.74582], [-1.08080, 2.53433, 4.46082], [-2.22680, 3.31333, 3.27982]], "nbo_charge": [-0.640, -0.061, -0.510, 0.789, -0.664, -0.598, 0.232, 0.216, 0.195, 0.173, 0.184, 0.217, 0.253, 0.215, -0.651, -0.056, -0.528, 0.796, -0.727, -0.605, 0.221, 0.235, 0.217, 0.205, 0.181, 0.255, 0.218, 0.242, -0.630, -0.052, -0.511, 0.788, -0.673, -0.643, 0.209, 0.225, 0.225, 0.185, 0.186, 0.217, 0.229, 0.247, -0.636, -0.100, -0.508, 0.806, -0.699, -0.623, 0.222, 0.216, 0.221, 0.221, 0.212, 0.225, 0.209, 0.236, -0.681, 0.588, -0.741, -0.574, 0.206, 0.238, 0.225, 0.241, 0.248, 0.242], "gap_ha": 0.375, "smiles": "CCOC(C)=O.CCOC(C)=O.CCOC(C)=O.CCOC(C)=O.CC(C)=O", "e_above_lowest_kcal_mol": 201.0, "total_charge": 0}

***

{"formula": "C19H39B2Cl3NO7", "method": "ωB97M-V with the def2-TZVPD basis set", "species": ["C", "O", "C", "C", "C", "B", "C", "C", "C", "O", "O", "C", "Cl", "C", "B", "O", "O", "C", "C", "C", "C", "C", "C", "N", "C", "O", "C", "O", "H", "H", "H", "H", "H", "H", "H", "H", "H", "H", "H", "H", "H", "H", "H", "H", "H", "H", "H", "H", "H", "H", "H", "H", "H", "H", "H", "H", "H", "H", "H", "H", "H", "H", "H", "Cl", "C", "C", "Cl", "H", "H", "H", "H"], "xyz": [[3.50095, -0.29343, 1.83273], [3.35120, -1.69633, 1.70858], [2.56231, -2.04136, 0.57906], [1.38661, -2.96787, 0.92939], [0.05091, -2.20979, 1.14185], [-0.61972, -1.59197, -0.22636], [-0.01699, -2.09628, -1.66383], [-0.51637, -3.56468, -1.96046], [-1.95891, -3.65843, -2.43635], [-1.52176, -4.06319, -1.10224], [-2.08482, -1.36098, -0.18668], [-2.40333, -0.03004, 0.13921], [-2.49386, -0.10749, 1.98509], [-3.79445, 0.11374, -0.56917], [-4.91125, -0.23374, 0.49935], [-5.23788, -1.56583, 0.77032], [-5.58784, 0.76046, 1.22407], [-1.13471, 0.76419, -0.48218], [-1.38615, 1.02828, -1.98872], [-0.22960, 1.76130, -2.69471], [1.05347, 0.91811, -2.86556], [2.30457, 1.83265, -2.98318], [3.61610, 0.99829, -2.84906], [4.53712, 1.60091, -1.87551], [-1.06861, 2.11891, 0.27270], [-2.35386, 2.64331, 0.59145], [-2.67346, 3.82961, -0.10738], [-0.14637, -0.13413, -0.15611], [2.59147, 0.26234, 1.57008], [4.33127, 0.09738, 1.21109], [3.77835, -0.11331, 2.88006], [3.17622, -2.55638, -0.18840], [2.16296, -1.14594, 0.07510], [1.24337, -3.79817, 0.22302], [1.64155, -3.44285, 1.89679], [0.28035, -1.34756, 1.79412], [-0.68149, -2.81288, 1.70640], [-0.33319, -1.49929, -2.52638], [1.07881, -2.19674, -1.69184], [0.20415, -4.26710, -2.39947], [-2.50126, -2.71612, -2.44254], [-2.21373, -4.50430, -3.07085], [-3.76208, -0.57355, -1.41675], [-3.95953, 1.13918, -0.93326], [-6.20009, -1.66220, 0.71497], [-5.26015, 0.70510, 2.13554], [-2.26118, 1.69866, -2.04441], [-1.69481, 0.12344, -2.52759], [-0.58642, 2.00207, -3.71173], [0.05326, 2.71395, -2.22988], [1.25650, 0.24324, -2.02872], [1.03936, 0.33923, -3.80304], [2.33370, 2.34699, -3.95332], [2.33486, 2.57331, -2.16999], [4.13756, 0.99684, -3.81645], [3.36027, -0.02882, -2.53678], [5.37977, 1.04415, -1.77636], [4.11866, 1.67389, -0.95294], [-0.42751, 2.85908, -0.22842], [-0.56822, 1.89582, 1.23098], [-3.36192, 4.40117, 0.53740], [-1.80945, 4.48150, -0.29661], [-3.24758, 3.60246, -1.02310], [3.25325, 0.72725, 6.72768], [1.52984, 0.89752, 6.29548], [1.28405, 0.67659, 4.82424], [1.97190, 1.97770, 3.82306], [1.20156, 1.88555, 6.61074], [0.98433, 0.15325, 6.87421], [0.21228, 0.66120, 4.62798], [1.70572, -0.26787, 4.48370]], "mulliken_charge": [-0.304, -0.473, 0.352, -0.997, -0.404, 1.617, -0.448, -0.301, -0.388, -0.437, -0.719, 0.598, -0.458, -0.378, 0.970, -0.607, -0.595, 2.005, -1.324, -1.510, 1.138, -1.046, -0.252, -0.745, -1.780, -0.358, -0.753, -1.129, -0.062, 0.247, 0.300, 0.317, -0.498, 0.213, 0.574, -0.197, 0.356, 0.265, 0.103, 0.412, -0.051, 0.333, 0.005, -0.003, 0.261, 0.278, 0.427, 0.632, 0.353, 0.510, -0.870, 0.362, 0.313, 0.422, 0.370, 0.221, 0.248, 0.221, 0.511, 0.280, 0.297, 0.311, 0.260, -0.213, -0.530, -0.318, -0.196, 0.335, 0.353, 0.267, 0.304], "gap_ha": 0.272, "e_above_lowest_kcal_mol": 36.1, "total_charge": -1}

***

{"formula": "C19H39NO3S2", "method": "ωB97M-V with the def2-TZVPD basis set", "species": ["C", "C", "C", "C", "N", "C", "C", "C", "C", "C", "H", "H", "H", "H", "H", "H", "H", "H", "H", "H", "H", "H", "H", "H", "H", "H", "H", "H", "H", "H", "O", "H", "C", "S", "O", "C", "H", "H", "H", "H", "H", "H", "C", "S", "O", "C", "H", "H", "H", "H", "H", "H", "C", "C", "C", "C", "C", "C", "H", "H", "H", "H", "H", "H"], "xyz": [[-3.89955, 2.06333, -5.57800], [-2.59955, 1.69033, -4.74000], [-2.55555, 0.51633, -3.97700], [-1.42655, 0.30133, -3.32600], [-1.38155, -0.96867, -2.53000], [-1.13255, -2.13067, -3.45800], [-1.91155, -3.40567, -3.00000], [-2.75055, -2.80767, -1.80600], [-2.68855, -1.38467, -1.89400], [-0.33655, -0.84767, -1.40900], [-4.62455, 2.07033, -4.70600], [-4.40155, 1.32533, -6.24300], [-3.73855, 3.00833, -5.95100], [-2.27455, 2.30933, -3.94200], [-1.78055, 1.60833, -5.54000], [-3.05955, -0.24967, -4.56900], [-3.07955, 0.83833, -3.12100], [-1.14055, 1.17933, -2.50500], [-0.46055, 0.40233, -3.95400], [0.07645, -2.35867, -3.38800], [-1.01455, -2.04367, -4.54900], [-0.96455, -4.26367, -2.71700], [-2.74155, -3.82767, -3.52400], [-2.28255, -3.16667, -0.90100], [-3.67955, -3.22367, -1.80700], [-3.03055, -0.89967, -0.94200], [-3.42255, -1.20567, -2.50400], [-0.64755, -0.03667, -1.02100], [0.69545, -0.74067, -1.71800], [-0.10655, -1.62867, -0.63500], [0.26845, 0.50133, 1.46300], [0.68345, 0.18333, 2.35800], [1.57345, -4.25267, 2.09000], [0.47545, -2.86367, 2.43800], [-0.81355, -3.59767, 2.79600], [1.25345, -2.30767, 3.98400], [2.60445, -3.92567, 2.32200], [1.37445, -4.51167, 1.13200], [1.18945, -5.01167, 2.71900], [1.23545, -3.15567, 4.58000], [0.78445, -1.43667, 4.37300], [2.32145, -2.07367, 3.88200], [4.29445, -0.22467, -1.11000], [3.17845, -0.66467, 0.19900], [3.65345, -2.07667, 0.55500], [3.87345, 0.38433, 1.43500], [5.17445, -0.76767, -1.09700], [4.56845, 0.72333, -0.99200], [3.71845, -0.47067, -2.09300], [3.34545, 0.37733, 2.49700], [3.87645, 1.45333, 1.18300], [5.03945, 0.10033, 1.62400], [1.60945, 3.51933, 4.27600], [2.22145, 4.62633, 5.07600], [1.22145, 5.25333, 5.92600], [-0.11355, 5.00033, 5.77100], [-0.73155, 4.16233, 4.84900], [0.26045, 3.31633, 3.98100], [2.31645, 2.80033, 3.77300], [3.16845, 4.91033, 5.07700], [1.61845, 6.12233, 6.67300], [-0.95355, 5.21733, 6.40400], [-1.66055, 4.05433, 4.60000], [-0.26955, 2.51233, 3.21100]], "nbo_charge": [-0.604, -0.351, -0.516, -0.157, -0.220, -0.274, -0.414, -0.426, -0.227, -0.398, 0.199, 0.223, 0.222, 0.206, 0.176, 0.227, 0.223, 0.239, 0.220, 0.235, 0.257, 0.239, 0.231, 0.234, 0.228, 0.268, 0.203, 0.216, 0.227, 0.288, -1.344, 0.380, -0.795, 1.240, -1.005, -0.816, 0.242, 0.215, 0.226, 0.220, 0.245, 0.229, -0.808, 1.282, -1.012, -0.873, 0.238, 0.216, 0.213, 0.272, 0.242, 0.227, -0.244, -0.193, -0.216, -0.280, -0.164, -0.229, 0.206, 0.199, 0.209, 0.216, 0.188, 0.298], "gap_ha": 0.210, "e_above_lowest_kcal_mol": 66.9, "total_charge": 0}